Entry from the Open Molecules 2025 dataset: C31H49ClP2Tm as an isolated structure (ωB97M-V/def2-TZVPD).

- ⟨S²⟩ = 2.021
- E (hartree) = -3438.25208
- E_LUMO (spin up / spin down) (eV) = -3.75 / -3.69
- E_HOMO (spin up / spin down) (eV) = -9.9411 / -9.9408

Geometry as ORCA input:
```
! RIJCOSX wB97M-V def2-TZVPD def2/J DEFGRID3
* xyz 1 3
Tm 1.1410 -1.0561 0.6150
C 0.3057 1.3291 1.2967
C -0.5478 0.4024 1.9553
C 1.6725 -0.1197 2.4847
C 1.6646 1.0070 1.6116
C 0.2855 -0.5028 2.6715
C -0.1111 2.6962 0.8709
H -1.2118 2.7881 0.8143
H 0.3364 2.9698 -0.1013
H 0.2118 3.4712 1.5985
C 2.8265 1.8168 1.1963
H 2.5216 2.6767 0.5776
H 3.5484 1.2429 0.6050
H 3.3524 2.2045 2.0805
C 2.8469 -1.0433 2.5678
H 3.5420 -0.7497 3.3702
H 3.4580 -1.0283 1.6241
H 2.5812 -2.1165 2.7052
C -0.2529 -1.6901 3.3735
H -0.2413 -1.5654 4.4698
H 0.3069 -2.6092 3.1375
H -1.3026 -1.8496 3.0689
C -1.9921 0.6899 2.2447
H -2.1152 0.9902 3.2922
H -2.6327 -0.1786 2.0810
H -2.3747 1.5363 1.6620
C -1.1954 0.2648 -2.8586
C -2.0776 1.0615 -2.2289
C -3.3362 0.6202 -1.4967
C -3.6356 -0.9198 -1.4775
C -2.7544 -1.8867 -0.7096
C -1.6600 -2.5677 -1.1213
C -0.8306 -2.3477 -2.3922
C -1.3439 -1.1830 -3.2996
H -4.2472 1.0660 -1.9383
H -3.9130 -1.2397 -2.4936
H -3.2528 1.0000 -0.4502
H -2.3679 -1.4060 -3.6460
H -0.1808 0.6967 -2.9725
H -1.6849 2.0375 -1.8943
H -0.6998 -1.2582 -4.1799
H 0.2614 -2.2321 -2.1523
H -1.1815 -3.2612 -0.4000
H -0.8639 -3.2518 -3.0548
H -4.5657 -0.9485 -0.9015
H -3.0567 -2.0885 0.3495
P -1.5850 -5.0747 -4.2335
P -0.9070 -7.7362 -2.9871
C -2.1451 -6.6217 -5.1987
C -1.3668 -7.8612 -4.7820
H -1.9981 -6.4397 -6.2841
H -3.2318 -6.7512 -5.0107
H -1.9589 -8.7805 -4.9725
H -0.4075 -7.9321 -5.3219
C 0.0407 -9.3316 -3.1175
H 0.3277 -9.6539 -2.1001
H 0.9444 -9.1170 -3.7095
H -0.5695 -10.1077 -3.6223
C -2.4690 -8.6181 -2.4815
H -2.6567 -9.4773 -3.1537
H -3.3120 -7.9135 -2.5203
H -2.3258 -8.9643 -1.4465
C -0.8058 -4.3646 -5.7472
H -0.4934 -3.3309 -5.5653
H -1.5103 -4.4053 -6.5895
H 0.0770 -4.9762 -5.9787
C -3.2662 -4.3306 -4.3219
H -3.9139 -4.9675 -3.7117
H -3.6386 -4.3201 -5.3524
H -3.2616 -3.3233 -3.9010
Cl 2.2904 5.4489 0.2051
C 2.2859 5.7229 -1.4710
C 2.7475 6.9306 -1.9747
C 2.8625 7.1366 -3.3704
C 2.4786 6.0962 -4.2276
C 1.9813 4.8992 -3.7277
C 1.8474 4.6523 -2.3394
C 1.3853 3.3815 -1.9654
H 3.0601 7.6972 -1.2736
H 3.2228 8.1136 -3.7251
H 2.6220 6.2797 -5.2961
H 1.7383 4.1298 -4.4604
H 0.5015 2.9255 -2.4116
H 2.1149 2.6337 -1.6480
*
```

Mulliken charges, unit e, in atom order:
1 Tm 0.686
2 C 0.488
3 C 0.363
4 C 0.269
5 C 0.877
6 C 0.774
7 C -0.667
8 H 0.337
9 H -0.384
10 H 0.353
11 C -0.892
12 H -0.135
13 H 0.200
14 H 0.341
15 C -1.387
16 H 0.380
17 H 0.386
18 H 0.293
19 C -1.394
20 H 0.354
21 H 0.255
22 H 0.338
23 C -1.930
24 H 0.368
25 H 0.377
26 H 0.302
27 C -0.357
28 C -0.705
29 C -0.238
30 C -1.218
31 C -0.111
32 C -0.943
33 C 1.432
34 C -0.886
35 H 0.451
36 H 0.306
37 H 0.059
38 H 0.143
39 H 0.383
40 H 0.263
41 H 0.532
42 H 0.253
43 H 0.760
44 H -1.313
45 H 0.503
46 H 0.438
47 P 0.685
48 P 0.127
49 C -0.983
50 C -0.882
51 H 0.407
52 H 0.452
53 H 0.559
54 H 0.444
55 C -1.110
56 H 0.377
57 H 0.354
58 H 0.315
59 C -1.146
60 H 0.375
61 H 0.273
62 H 0.389
63 C -1.148
64 H 0.284
65 H 0.368
66 H 0.317
67 C -0.937
68 H 0.395
69 H 0.455
70 H -0.055
71 Cl -0.189
72 C 0.703
73 C -0.588
74 C -0.424
75 C -0.670
76 C -0.509
77 C 0.731
78 C -1.358
79 H 0.407
80 H 0.357
81 H 0.346
82 H 0.372
83 H 0.408
84 H 0.394